Entry 1:
Here is a 14-piece molecular cluster, C5H41N3O13 overall from the OMol25 dataset. Energies are from ωB97M-V with the def2-TZVPD basis set.

Total energy (a.u.): -1357.5795
Energy above the lowest of the compared OMol25 structures with the same formula, charge and spin (kJ/mol): 0.0
Kohn-Sham gap (eV): 9.47
Total charge: 0

Structure (XYZ):
```
62
Properties=species:S:1:pos:R:3:forces:R:3
H -2.023914 0.761407 -4.096815 0.1207 -0.9832 0.0174
O 2.285751 2.695443 -1.845086 -0.2388 0.0997 -0.0977
C -0.472391 -3.856355 1.830743 -0.1229 -0.3306 -0.8547
N 1.612384 -0.684699 1.510285 -0.0832 -0.3955 0.7884
O 0.030268 3.238091 -0.425532 -0.6788 1.1008 -0.7256
H -1.237810 2.054643 2.735741 -0.0793 -0.2945 0.2022
H 0.886969 -0.175094 0.985520 0.4339 -0.1831 0.5029
H -2.661609 1.821617 -1.331858 0.3441 0.3922 -0.5698
H 3.466768 1.739481 -1.130903 -0.5903 -0.0536 0.2680
H -3.138748 1.003223 2.163900 -0.1739 -0.2132 -0.0172
O 3.275741 -1.417272 -0.743426 -0.4634 -0.9330 0.8652
H 0.604430 3.262178 2.529310 0.4328 -0.0370 0.3044
H -1.226495 -3.494209 2.540508 0.3492 -0.0093 0.1422
H 0.787219 -2.987919 0.270736 0.1586 -0.0398 0.2661
H -0.824613 2.875256 -0.896096 0.6484 0.3020 0.1533
H 1.869504 -1.307429 -1.600557 -0.5550 0.1613 0.1231
C -1.170442 -4.773083 0.813197 -0.3616 -0.8176 0.5453
H -2.058516 -4.330777 0.343388 0.2821 0.1080 0.0745
H 0.095140 4.165759 -0.768286 -0.2004 -1.0588 0.4891
H -1.444068 -1.177529 -3.128170 1.2804 -0.4196 0.5579
O -3.911909 0.682464 1.633961 -0.4605 -0.6078 0.7168
N -0.817274 -1.722533 0.538500 0.1748 -0.0224 -0.7460
H -3.848521 0.585135 -0.098263 -0.3561 -0.0688 1.1014
O -3.788122 0.557806 -1.055602 1.5164 -0.7777 -0.6747
H 1.502649 2.912077 -1.282199 0.5083 -0.4478 -0.4467
H 1.824882 0.614788 -4.342092 0.7424 -0.5236 -1.0434
H -1.522118 -2.193078 -0.024371 0.2149 0.0232 0.1677
H 1.941821 2.178217 -2.616844 0.1388 0.3119 0.5218
H 2.860598 -1.353819 0.157668 -0.0058 -0.1425 -0.5655
H 0.385936 -0.972612 -1.146606 0.0090 -0.1137 0.1986
O -1.671176 1.641183 -4.216765 -0.3215 1.4945 -0.2685
C 0.171893 -2.647826 1.111443 -0.5184 0.1507 1.2319
O 4.043370 1.118104 -0.614360 0.5675 0.5495 -0.5824
H 3.658782 -0.536655 -0.780369 0.4367 0.7691 -0.3449
O -0.302048 3.358022 2.237782 -0.1723 -0.0016 -0.3918
H -0.219640 3.385247 1.251551 -0.1195 -0.0349 0.1982
H 1.602734 0.440486 3.371261 0.1780 -0.3879 -0.5247
O -2.076802 2.517051 -1.722831 -0.1983 0.1390 1.2787
H -1.532281 -5.724033 1.274949 0.3019 0.7174 -0.1899
N 2.663746 1.478066 1.878322 0.0875 -0.7314 0.5813
C 1.000513 -1.867251 2.156091 0.7285 -0.0777 -1.1434
H 1.838497 -2.524378 2.520811 -0.8823 0.5869 -0.1093
H 3.520887 1.354558 1.325496 -0.8057 0.1235 0.1206
C 2.262949 0.190816 2.504236 -0.0928 1.3870 -0.6344
H -2.105324 1.753810 3.939817 -0.4655 0.4628 1.1654
H 0.305895 -4.449403 2.352128 -0.3901 0.4180 -0.0967
H -2.801082 -0.635227 -2.656342 0.1951 -0.1091 0.0498
H 3.164760 -0.304096 2.904345 -0.3716 0.1322 -0.2057
H 4.906575 1.347036 -0.968301 0.3727 -0.1797 0.1502
H -1.922161 2.282865 -2.650920 0.0053 -0.2730 -0.6257
O -2.281960 -0.885230 -3.437360 -1.5316 0.3323 -0.3082
H 0.344208 -1.562183 2.988283 0.1362 -0.2361 0.0133
H -0.716466 1.589545 -4.231807 0.5548 -0.4029 -0.0131
H 1.215114 0.233259 -2.969090 -0.1335 -0.0079 -0.1608
O 1.321114 0.965674 -3.634040 -0.9334 0.3477 0.9345
H -4.411304 0.072538 2.224390 0.6293 0.7187 -0.7146
O -1.782006 1.333146 3.164256 0.5931 -0.1423 -1.2788
H 1.922777 1.814950 1.256834 0.4106 -0.2384 0.1316
H -1.292652 -1.152564 1.218259 -0.1531 0.0101 0.4278
H -4.592203 0.855351 -1.428824 -1.3714 0.5114 -0.3762
H -0.464384 -5.059958 0.039603 0.0308 -0.0263 -0.2430
O 0.944164 -1.084083 -1.929603 0.2484 -0.0274 -0.3362
```
Positions in Å, forces in eV/Å.

Entry 2:
Here is C5H4BClI2N2O as an isolated structure from the OMol25 dataset. Energies are from ωB97M-V with the def2-TZVPD basis set.

Total energy (a.u.): -1458.1358
Energy above the lowest of the compared OMol25 structures with the same formula, charge and spin (kJ/mol): 0.0
Kohn-Sham gap (eV): 8.78
Total charge: 0

Structure (XYZ):
```
16
Properties=species:S:1:pos:R:3:forces:R:3
C -1.033255 0.178041 1.322829 -0.1469 0.2218 0.1332
C 1.075600 1.318043 0.831382 -0.1893 0.0481 -0.1223
O 1.217340 -0.781325 -1.294501 -0.1577 0.5270 -0.0411
I 0.608176 3.000651 2.106331 0.1385 -0.0392 0.2600
H 1.199459 -1.283500 -2.112125 0.1425 -0.4416 0.0504
N -1.661748 -0.228098 2.195495 0.0681 -0.0338 -0.1490
H -1.160520 -2.414521 -0.820367 -0.0009 0.0064 -0.0373
H -1.318521 -1.479290 -2.320917 0.0062 -0.1429 0.0615
C 1.740272 0.326084 1.672662 -0.1256 0.3447 -0.2612
H -2.213953 -0.990377 -0.890282 0.0112 -0.0967 0.0437
C -1.264613 -1.405845 -1.228867 -0.0738 0.3444 -0.1588
B -0.025538 -0.537074 -0.821264 -0.1489 -0.0618 -0.1563
C -0.218622 0.691824 0.222467 0.4008 -0.3283 0.6286
Cl 2.193208 1.875017 -0.426246 0.0057 0.0687 -0.0075
N 2.233069 -0.448591 2.355311 0.1987 -0.3368 0.1903
I -1.370353 2.178960 -0.791907 -0.1285 -0.0799 -0.4341
```
Positions in Å, forces in eV/Å.

Entry 3:
Here is a 2-piece molecular cluster, C5H4BN3O3 overall from the OMol25 dataset. Energies are from ωB97M-V with the def2-TZVPD basis set.

Total energy (a.u.): -607.7212
Energy above the lowest of the compared OMol25 structures with the same formula, charge and spin (kJ/mol): 329.2
Kohn-Sham gap (spin up / spin down) (eV): 9.66 / 7.79
Total charge: 0

Structure (XYZ):
```
16
Properties=species:S:1:pos:R:3:forces:R:3
N 1.400073 2.600064 1.495034 -0.3633 1.5300 0.6149
N 2.977834 0.026060 -1.532315 2.0669 -0.3847 -3.8182
C 0.645774 -2.101284 0.503297 0.6613 -0.6374 -0.3827
C 1.830545 0.199662 0.689142 -1.3077 -1.7441 2.3266
N 0.562253 -3.237071 0.323042 0.0802 -0.2599 -0.0364
H -3.372021 1.011397 -2.202382 1.5407 -1.0003 0.5936
H -0.179556 -0.528723 1.308214 -2.7755 1.5723 2.1487
O -0.743423 -0.389856 -1.109889 2.7249 -0.4516 0.8425
C 2.482021 0.118769 -0.538765 -0.9465 0.5391 0.8922
H 2.555231 -0.224910 1.388378 0.1624 0.0109 0.4809
C 0.646073 -0.748771 0.786626 1.1833 -0.0193 -2.4759
C 1.528927 1.526570 1.157696 0.1980 -0.5459 -0.6041
O -2.464297 0.495227 0.279646 -0.4077 0.2177 1.8828
B -1.891341 0.265008 -0.929984 -2.8905 -0.0110 -0.4865
H -3.423469 0.539094 0.495795 1.3477 0.0401 -0.9276
O -2.554626 0.448759 -2.113537 -1.2743 1.1441 -1.0509
```
Positions in Å, forces in eV/Å.

Entry 4:
Here is a 2-piece molecular cluster, C5H4BNO2S overall from the OMol25 dataset. Energies are from ωB97M-V with the def2-TZVPD basis set.

Total energy (a.u.): -821.2321
Kohn-Sham gap (eV): 10.14
Total charge: 0

Structure (XYZ):
```
14
Properties=species:S:1:pos:R:3:forces:R:3
C -0.623758 -2.380447 0.616228 -0.1989 -2.7986 -5.8741
C -1.061899 1.520352 0.336386 -1.0822 0.0187 1.3993
B 2.417495 0.010718 0.005002 -1.4897 0.4645 -0.3024
H -1.421456 2.405273 -1.748723 -0.9222 0.5361 0.8353
H 0.318312 0.458341 1.759629 -0.5196 -0.3760 0.0564
H -1.985397 1.740944 1.032284 2.0469 -0.5251 -1.7560
H -0.714874 -3.129446 -1.353983 -0.0350 0.0204 -2.1765
C 0.076810 0.736479 0.746155 0.1604 1.6639 0.3068
C -0.851350 1.981204 -0.934151 -0.7314 -0.2064 -0.9385
O 3.394136 -0.656556 0.151203 1.1830 -0.5060 0.1829
N -0.693218 -2.984445 -0.411725 -0.0768 0.2779 3.0113
O -0.523794 -1.902032 1.624316 0.2587 2.2820 5.0967
S 0.591690 1.497303 -1.632010 1.0525 -0.4257 0.3367
C 1.077307 0.702310 -0.190617 0.3544 -0.4256 -0.1778
```
Positions in Å, forces in eV/Å.

Entry 5:
Here is one molecule with the formula C5H4Br3NSi from the OMol25 dataset. Energies are from ωB97M-V with the def2-TZVPD basis set.

Total energy (a.u.): -8259.1890
Multiplicity: 3
Energy above the lowest of the compared OMol25 structures with the same formula, charge and spin (kJ/mol): 0.0
Kohn-Sham gap (spin up / spin down) (eV): 5.71 / 6.55
Total charge: 0

Structure (XYZ):
```
14
Properties=species:S:1:pos:R:3:forces:R:3
H 2.245617 -1.575723 0.823658 1.7057 -0.5166 -0.2162
H -1.738033 -0.951474 2.137890 0.6458 -0.4947 0.6081
C -0.838112 -0.812260 1.545235 -3.2250 1.6226 0.0395
H 0.809993 -2.026410 2.524517 -1.0009 1.2231 -1.4627
C 0.409329 -1.356228 1.678010 2.6206 -2.0327 0.5342
Br -0.269530 0.253827 -3.798277 0.1706 -0.5633 -0.8542
N 1.071686 -0.363879 -0.335447 -1.8900 0.9224 -0.6913
Si -0.007065 1.460704 -2.054578 -0.7934 -0.2495 3.1469
Br -1.745444 2.835244 -1.952166 0.2156 -0.0434 0.0075
C -1.094772 0.140095 0.550513 4.5314 -2.7553 0.0754
Br 1.886212 2.595962 -1.999192 -0.1411 -0.1587 -0.2094
C 1.320711 -1.126071 0.656343 0.9808 -2.2909 3.5255
C -0.071437 0.330175 -0.369291 -0.5805 3.2364 -3.8919
H -1.979156 0.596039 0.592783 -3.2396 2.1007 -0.6116
```
Positions in Å, forces in eV/Å.

Entry 6:
Here is C5H4BrF2I as an isolated structure from the OMol25 dataset. Energies are from ωB97M-V with the def2-TZVPD basis set.

Total energy (a.u.): -3264.2970
Kohn-Sham gap (eV): 9.56
Total charge: 0

Structure (XYZ):
```
13
Properties=species:S:1:pos:R:3:forces:R:3
Br -2.549774 -0.795537 -1.694749 0.6568 0.0665 0.1441
C 0.283693 -0.959079 -1.018440 1.8813 1.2053 2.5147
H -1.914084 0.730578 0.568214 1.7307 0.8312 -0.4209
H 1.936629 -0.769042 0.912366 -0.5124 0.6496 -0.9075
F -0.220461 -0.460238 1.924615 0.2375 1.2990 -0.7407
C 1.388711 -0.053094 0.243994 -2.0987 -2.6077 -1.9981
C -0.886298 -0.370279 -0.862558 0.2937 0.3723 -0.7312
H 2.045537 0.577217 -0.375939 -0.4805 0.0182 0.5907
C -0.868054 0.798263 0.069095 -4.8908 -0.4868 0.5751
C 0.174233 0.566909 1.007184 3.7063 -3.3237 1.4575
F 0.624282 1.584837 1.745950 -0.5364 0.8263 0.3747
I 0.683178 -2.605092 -2.173607 0.2254 0.1007 0.1274
H -0.697593 1.754557 -0.346127 -0.2129 1.0491 -0.9857
```
Positions in Å, forces in eV/Å.

Entry 7:
Here is C5H4ClF as an isolated structure from the OMol25 dataset. Energies are from ωB97M-V with the def2-TZVPD basis set.

Total energy (a.u.): -752.8557
Energy above the lowest of the compared OMol25 structures with the same formula, charge and spin (kJ/mol): 237.5
Kohn-Sham gap (eV): 9.47
Total charge: 0

Structure (XYZ):
```
11
Properties=species:S:1:pos:R:3:forces:R:3
C 0.438098 -0.926861 0.726470 1.5929 0.8821 -0.7028
C 0.270437 0.334183 1.149369 -1.0893 1.0346 -0.7817
H -1.199504 -1.296684 -0.648448 3.5926 0.9819 -0.8140
C 0.073776 -0.833727 -0.810831 -2.3941 -6.0101 -2.1103
C -0.176730 0.540079 -1.151412 -0.4189 3.0434 2.8831
Cl 0.175905 0.993317 2.721111 0.4355 -0.2584 0.5079
H -0.602425 1.160518 -1.936780 0.2444 -1.2969 -0.7336
H -0.439248 2.211401 0.203083 -0.1549 1.0125 0.1315
C -0.134858 1.217059 0.033954 0.6532 -1.8140 -0.1032
H 0.521973 -1.522021 -1.800483 -0.9578 1.6792 3.5919
F 1.072577 -1.877265 1.513966 -1.5034 0.7459 -1.8686
```
Positions in Å, forces in eV/Å.

Entry 8:
Here is one molecule with the formula C5H4ClFO from the OMol25 dataset. Energies are from ωB97M-V with the def2-TZVPD basis set.

Total energy (a.u.): -828.0749
Energy above the lowest of the compared OMol25 structures with the same formula, charge and spin (kJ/mol): 330.1
Kohn-Sham gap (eV): 8.07
Total charge: 0

Structure (XYZ):
```
12
Properties=species:S:1:pos:R:3:forces:R:3
H -1.995640 0.715844 -1.159986 0.5858 0.1654 -0.2306
H -1.373468 -1.702812 0.995659 0.5391 2.2995 -1.8095
H 2.442332 2.154546 0.514409 -3.5420 -1.0894 -0.9121
H 0.841906 -1.893126 0.185555 -0.6324 1.6598 -0.4838
O 0.119233 1.978917 -0.141182 7.0606 -0.8965 2.0579
C 1.360290 1.567445 0.164083 -3.8438 0.8088 -1.8184
Cl 3.003830 -0.748489 -0.277565 0.4854 0.9560 0.1697
C -1.005767 -0.808470 0.293858 -2.5571 0.4441 -1.4108
C -1.963514 -0.089142 -0.458516 -0.8932 -3.2970 4.0064
F -3.366004 -0.451121 -0.157562 3.2732 0.7954 -0.7358
C 1.489916 0.097897 -0.024731 -1.7339 -1.4565 0.2700
C 0.446884 -0.821489 0.065980 1.2584 -0.3896 0.8968
```
Positions in Å, forces in eV/Å.

Entry 9:
Here is one molecule with the formula C5H4FNS from the OMol25 dataset. Energies are from ωB97M-V with the def2-TZVPD basis set.

Total energy (a.u.): -745.6781
Energy above the lowest of the compared OMol25 structures with the same formula, charge and spin (kJ/mol): 151.9
Kohn-Sham gap (eV): 9.46
Total charge: 0

Structure (XYZ):
```
12
Properties=species:S:1:pos:R:3:forces:R:3
C -1.149153 -0.588834 -1.664098 2.4620 1.6995 0.4471
F -2.286876 1.481660 -0.992913 1.6724 -1.7436 -0.0407
H -1.637148 -0.813451 -2.674824 0.3592 0.6932 2.0689
N 0.951384 -0.889293 -0.432384 -0.2083 1.3518 3.7568
C 0.190798 -1.135718 -1.412340 -2.0318 -1.3744 -2.5234
C -1.226259 0.525221 -0.805547 -3.7176 0.9818 -1.0345
C 0.475249 -0.007970 0.623269 4.0656 -2.7637 -1.5429
C -0.521733 0.842147 0.388170 -0.2708 -1.6710 -2.2117
S 1.732821 -0.281637 1.887365 -1.1854 1.0726 0.2632
H 0.606059 -1.874143 -2.141851 -0.4314 0.6906 0.4296
H -0.700169 1.712797 0.907490 -0.7708 1.5298 1.1827
H 1.314917 0.562018 2.897518 0.0569 -0.4665 -0.7951
```
Positions in Å, forces in eV/Å.

Entry 10:
Here is C5H4LiO6Sm as an isolated structure from the OMol25 dataset. Energies are from ωB97M-V with the def2-TZVPD basis set.

Total energy (a.u.): -1309.0812
Multiplicity: 8
Energy above the lowest of the compared OMol25 structures with the same formula, charge and spin (kJ/mol): 501.5
Kohn-Sham gap (spin up / spin down) (eV): 5.82 / 6.21
Total charge: +2

Structure (XYZ):
```
17
Properties=species:S:1:pos:R:3:forces:R:3
C -1.370910 -0.404466 -0.375054 0.7557 -0.7443 -1.5072
H -0.773573 -1.968480 0.883079 -1.0062 -0.5688 0.3224
H -3.009459 -1.648089 -1.535556 1.0480 2.6069 -1.1604
O 2.266552 4.005485 -2.092152 -1.0716 -1.1195 0.1220
O -5.000855 0.665288 -0.397961 0.3929 0.2977 -0.6382
C 3.098856 4.825858 -2.139807 1.6615 1.6614 -0.2757
O -4.577251 1.018905 1.746038 0.3917 0.0113 -0.5223
C -4.376864 0.427822 0.663450 -1.8212 0.5753 0.7592
C -3.098193 -1.221188 -0.515179 1.3367 -1.5939 2.3257
O -0.592895 0.169320 -1.121314 0.6820 2.1366 -0.9087
Li -5.935432 2.018052 0.723846 0.2314 -0.4634 0.1161
H -4.122241 -1.515484 -0.822886 -0.9810 -2.3206 0.4773
O -3.565853 -0.653843 0.709036 1.6330 0.9685 -0.0095
Sm 0.613641 2.141394 -2.193109 -0.5962 -0.9683 0.5427
C -1.327449 -1.808767 -0.047767 -2.3764 -0.4133 0.1125
O 3.909884 5.626567 -2.215042 -0.5771 -0.5655 0.1566
H -1.072132 -2.516650 -0.843986 0.2969 0.4999 0.0876
```
Positions in Å, forces in eV/Å.